The following is a quantum chemistry calculation of an isolated molecule of C14H18ClN3O2S, from the Open Molecules 2025 dataset.

- Energy relative to the best compared isomer or geometry (same formula, charge and spin): 0.714 eV
- HOMO-LUMO gap: 9.51 eV
- E: -1717.40922 Eh
- Lowest unoccupied orbital energy: -0.3 eV
- Strongest force on any atom: 1.00 eV/Å
- Total charge: 0
- Multiplicity: 1

Element x y z (Å)
C -3.91 2.49 1.83
C -3.28 1.54 0.87
N -2.37 0.70 1.36
C -1.78 -0.15 0.57
S -0.60 -1.33 1.28
O -1.09 -2.64 0.97
O -0.34 -0.98 2.65
N 0.70 -1.04 0.31
C 1.69 -0.07 0.75
C 2.36 0.59 -0.46
C 3.26 -0.40 -1.19
C 4.31 -0.98 -0.25
C 3.64 -1.67 0.94
C 2.73 -0.69 1.68
C -2.03 -0.24 -0.80
C -1.32 -1.17 -1.60
N -0.76 -1.88 -2.31
C -2.99 0.62 -1.36
C -3.33 0.59 -2.81
C -3.61 1.51 -0.49
Cl -4.79 2.60 -1.10
H -3.74 3.52 1.51
H -4.99 2.33 1.85
H -3.50 2.33 2.82
H 1.08 -1.88 -0.09
H 1.11 0.68 1.31
H 1.59 0.96 -1.14
H 2.94 1.44 -0.11
H 2.66 -1.20 -1.62
H 3.76 0.12 -2.02
H 4.94 -1.69 -0.78
H 4.95 -0.17 0.12
H 4.39 -2.05 1.62
H 3.05 -2.52 0.58
H 2.21 -1.19 2.50
H 3.34 0.11 2.11
H -4.39 0.36 -2.93
H -2.74 -0.16 -3.33
H -3.15 1.57 -3.26